A 2-piece molecular cluster, C4H12 overall in a non-equilibrium geometry, computed with ωB97M-V/def2-TZVPD.

Geometry as XYZ:
```
16
C4H12 | OMol25 | ωB97M-V/def2-TZVPD
C -0.688 1.453 -0.537
C 0.277 2.719 -0.499
H -0.526 0.507 -1.102
H -0.965 1.126 0.439
H -1.573 1.851 -1.043
H 0.056 3.360 0.346
H 0.377 3.043 -1.425
H 1.331 2.276 -0.199
C 0.753 -1.902 0.021
C -0.321 -2.270 1.007
H 1.289 -2.862 -0.175
H 0.307 -1.460 -0.897
H 1.313 -1.151 0.388
H -0.317 -1.365 1.653
H -0.170 -3.104 1.566
H -1.244 -2.224 0.491
```

total charge: -1
total energy: -159.4750 a.u.
spin multiplicity: 2
expectation value of S²: 0.750
relative energy (zero: lowest compared OMol25 entry of this formula, charge and spin): 34.6 kcal/mol

C13H14N2O9V as an isolated structure, computed with ωB97M-V/def2-TZVPD.

Geometry as XYZ:
```
39
C13H14N2O9V | OMol25 | ωB97M-V/def2-TZVPD
V 0.937 -0.210 -0.260
O 0.995 1.669 0.710
C 0.324 1.603 2.003
C 0.972 0.486 2.781
N 1.079 -0.722 1.916
C 0.017 -1.719 2.209
C -0.197 -2.516 0.927
O -0.369 -3.699 0.909
O -0.218 -1.694 -0.123
C 2.420 -1.336 2.092
C 3.307 -0.614 1.102
O 4.325 -0.054 1.392
O 2.754 -0.655 -0.114
H 1.913 1.960 0.828
H -0.715 1.396 1.772
H 0.409 2.566 2.501
H 0.406 0.259 3.686
H 1.978 0.785 3.082
H -0.911 -1.183 2.416
H 0.266 -2.360 3.052
H 2.358 -2.388 1.810
H 2.784 -1.252 3.114
O 1.262 2.074 -3.821
C 0.889 1.375 -2.784
O 1.660 0.945 -1.946
C -0.572 1.085 -2.668
C -1.491 1.371 -3.655
C -2.801 0.961 -3.453
C -3.118 0.296 -2.282
C -2.128 0.079 -1.333
N -0.866 0.469 -1.516
C -2.515 -0.490 0.016
O -3.149 -1.655 0.050
O -2.331 0.158 1.009
H 2.229 2.183 -3.819
H -1.185 1.881 -4.557
H -3.560 1.153 -4.198
H -4.130 -0.035 -2.090
H -3.027 -2.172 -0.759
```

total charge: +1
total energy: -2234.4114 a.u.
spin multiplicity: 3
expectation value of S²: 2.011
relative energy (zero: lowest compared OMol25 entry of this formula, charge and spin): 0.0 kcal/mol

One molecule with the formula C3H9NO2 in a non-equilibrium geometry, computed with ωB97M-V/def2-TZVPD.

Geometry as XYZ:
```
15
C3H9NO2 | OMol25 | ωB97M-V/def2-TZVPD
C -1.100 0.652 0.473
O -1.504 1.830 -0.216
C 0.342 0.218 0.074
C 0.617 -1.188 0.660
O 1.002 -2.161 -0.306
N 0.476 0.218 -1.365
H -1.162 0.827 1.555
H -1.769 -0.198 0.327
H -1.278 2.548 0.360
H 1.059 0.934 0.472
H -0.219 -1.677 1.163
H 1.409 -1.129 1.417
H 1.514 -1.699 -0.984
H -0.221 -0.254 -1.872
H 0.834 1.078 -1.757
```

SMILES: NC(CO)CO
total energy: -324.9076 a.u.
spin multiplicity: 1
relative energy (zero: lowest compared OMol25 entry of this formula, charge and spin): 40.8 kcal/mol

C21H23Br9N4O2 as an isolated structure in a non-equilibrium geometry, computed with ωB97M-V/def2-TZVPD.

Geometry as XYZ:
```
59
C21H23Br9N4O2 | OMol25 | ωB97M-V/def2-TZVPD
N 3.706 -0.438 -0.415
C 2.871 -1.512 -0.383
C 3.028 -2.152 0.841
C 4.077 -1.495 1.518
C 4.436 -0.416 0.718
H 3.764 0.267 -1.151
H 2.125 -1.685 -1.141
H 2.615 -3.121 1.076
H 4.530 -1.808 2.443
H 5.239 0.265 0.953
N 0.869 1.186 2.620
C -0.069 1.707 3.469
C -1.074 0.799 3.639
C -0.753 -0.294 2.827
C 0.423 -0.031 2.177
H 1.677 1.667 2.272
H 0.073 2.649 3.978
H -1.951 0.970 4.240
H -1.345 -1.195 2.739
H 1.031 -0.628 1.514
N 3.056 -0.551 -3.675
C 2.431 0.586 -3.229
C 3.413 1.459 -2.874
C 4.670 0.924 -3.178
C 4.420 -0.362 -3.631
H 2.585 -1.386 -3.983
H 1.362 0.699 -3.170
H 3.221 2.399 -2.375
H 5.607 1.450 -3.124
H 5.053 -1.158 -3.986
C -1.285 -1.506 -2.196
Br 0.241 -2.153 -3.208
Br -2.575 -0.542 -3.322
Br -0.776 -0.351 -0.713
H -1.804 -2.363 -1.786
C -1.805 3.076 -1.735
Br -3.151 3.239 -3.139
Br -2.328 4.033 -0.087
Br 0.030 3.428 -2.284
H -1.847 2.035 -1.444
C -0.205 -4.105 2.532
Br -1.825 -4.118 3.566
Br -0.531 -3.557 0.696
Br 0.705 -5.886 2.654
H 0.432 -3.365 2.998
C -4.371 2.806 0.578
C -4.192 2.154 -0.650
C -3.862 0.811 -0.753
C -3.736 0.090 0.430
C -3.909 0.709 1.652
C -4.167 2.063 1.740
N -3.377 -1.330 0.385
O -3.142 -1.911 1.415
O -3.365 -1.844 -0.719
H -4.482 3.879 0.630
H -4.188 2.788 -1.528
H -3.490 0.443 -1.697
H -3.750 0.158 2.569
H -4.335 2.522 2.705
```

total energy: -24349.3899 a.u.
spin multiplicity: 1

One molecule with the formula C6H6O2 in a non-equilibrium geometry, computed with ωB97M-V/def2-TZVPD.

Geometry as XYZ:
```
14
C6H6O2 | OMol25 | ωB97M-V/def2-TZVPD
C 1.513 0.011 -1.061
C 0.799 1.152 -1.075
C -1.266 1.344 0.267
C -1.444 0.082 0.730
C -0.585 -1.162 0.859
C 0.572 -1.690 0.429
H 2.443 0.074 -1.710
H 1.257 1.957 -1.652
H -2.033 2.194 0.318
H -2.263 -0.100 1.503
H -1.115 -1.910 1.499
H 0.839 -2.668 0.720
O 1.589 -1.074 -0.278
O -0.306 1.791 -0.548
```

SMILES: c1ccoccoc1
total energy: -382.5813 a.u.
spin multiplicity: 1
relative energy (zero: lowest compared OMol25 entry of this formula, charge and spin): 65.5 kcal/mol

A 2-piece molecular cluster, C3H9NO3 overall, computed with ωB97M-V/def2-TZVPD.

Geometry as XYZ:
```
16
C3H9NO3 | OMol25 | ωB97M-V/def2-TZVPD
C 0.702 -2.122 1.074
N 1.551 -0.966 0.847
C 0.972 -0.020 -0.100
C 0.909 1.352 0.487
O 1.050 2.357 -0.392
O 0.730 1.545 1.663
H 1.259 -3.003 1.380
H 0.212 -2.440 0.154
H -0.052 -1.998 1.862
H 1.605 -0.449 1.715
H -0.072 -0.238 -0.352
H 1.552 0.008 -1.023
H 1.057 3.163 0.158
H -3.650 0.169 -2.437
H -4.335 1.527 -2.617
O -3.490 1.116 -2.419
```

SMILES: CNCC(=O)O.O
total energy: -400.1785 a.u.
spin multiplicity: 1
relative energy (zero: lowest compared OMol25 entry of this formula, charge and spin): 27.0 kcal/mol

What did the sixth record say?
A 2-piece molecular cluster, C3H9NO3 overall, computed with ωB97M-V/def2-TZVPD.

Geometry as XYZ:
```
16
C3H9NO3 | OMol25 | ωB97M-V/def2-TZVPD
C 0.702 -2.122 1.074
N 1.551 -0.966 0.847
C 0.972 -0.020 -0.100
C 0.909 1.352 0.487
O 1.050 2.357 -0.392
O 0.730 1.545 1.663
H 1.259 -3.003 1.380
H 0.212 -2.440 0.154
H -0.052 -1.998 1.862
H 1.605 -0.449 1.715
H -0.072 -0.238 -0.352
H 1.552 0.008 -1.023
H 1.057 3.163 0.158
H -3.650 0.169 -2.437
H -4.335 1.527 -2.617
O -3.490 1.116 -2.419
```

SMILES: CNCC(=O)O.O
total energy: -400.1785 a.u.
spin multiplicity: 1
relative energy (zero: lowest compared OMol25 entry of this formula, charge and spin): 27.0 kcal/mol